--- P ---
This record from OMol25 describes the molecule C4H9ClO2. The level of theory is wB97M-V/def2-TZVPD.

Geometry (Å):
C  -2.2907  0.6249  0.2591
C  -1.3409  -0.5202  -0.0795
C  -0.1917  -0.1751  -1.0550
C  0.6880  1.0221  -0.6977
H  -1.7153  1.2135  1.0335
H  -2.6436  1.2348  -0.5694
H  -3.1993  0.2512  0.6615
H  -1.8717  -1.3102  -0.6097
H  -1.6240  -1.3226  1.6309
H  -0.6999  0.0577  -2.0331
H  0.6886  -1.5051  -0.1685
H  0.1241  1.8834  -0.4060
H  1.3091  1.2797  -1.5382
O  -0.8188  -1.0392  1.1469
O  0.6062  -1.3419  -1.0936
Cl  1.7732  0.6797  0.6477

HOMO level: -10.14 eV
SMILES string: C[C@H](O)[C@H](O)CCl
2S+1: 1
Kohn-Sham gap: 0.399 hartree
M: 124.57 g/mol
Lowest unoccupied orbital energy: 0.707 eV

Population analysis type Mulliken, resulting atomic charges in e: -1.437, 0.393, -0.368, -0.595, 0.362, 0.323, 0.456, 0.280, 0.331, 0.402, 0.413, 0.343, 0.386, -0.559, -0.540, -0.191

***

--- Q ---
This record from OMol25 describes a 2-piece molecular cluster, C4H9ClO2 overall. The level of theory is wB97M-V/def2-TZVPD.

Geometry (Å):
C  1.6878  1.1815  0.4666
C  1.5295  -0.3080  -0.1580
C  0.3516  -1.0649  0.5233
C  -0.7331  -0.0677  1.1541
H  0.9302  1.8296  0.1991
H  1.8581  1.3618  1.5656
H  2.5706  1.4478  -0.3728
H  2.4168  -0.9262  -0.0436
H  1.5297  1.5083  -1.7040
H  0.6253  -1.7959  1.2416
H  -0.2822  -0.9025  -1.1621
H  -0.3919  0.4250  2.0328
H  -1.4629  -0.8547  1.5536
O  1.0195  0.0585  -1.4106
O  -0.2979  -1.7891  -0.4565
Cl  -1.7989  0.7827  -0.0170

HOMO level: -9.51 eV
2S+1: 1
Kohn-Sham gap: 0.310 hartree
M: 124.57 g/mol
Lowest unoccupied orbital energy: -1.081 eV

Population analysis type Mulliken, resulting atomic charges in e: -1.574, 0.773, -0.681, -0.483, 0.578, 0.276, 0.253, 0.309, 0.374, 0.525, 0.417, 0.416, 0.301, -0.722, -0.582, -0.181

***

Most stable: P. Least stable: Q.

***

--- P ---
This record from OMol25 describes C8H12N2O as an isolated structure. The level of theory is wB97M-V/def2-TZVPD.

Geometry (Å):
C  3.3558  -0.5009  0.0046
C  2.3479  -1.4355  0.4053
C  2.9686  0.8225  -0.2460
C  1.0516  -0.9739  0.5563
C  1.6727  1.2102  -0.1615
C  0.6556  0.3642  0.2575
C  -2.1308  -1.0854  -1.0515
C  -2.1159  -0.5172  0.3193
N  -1.1917  1.9602  0.0419
N  -0.6537  0.6935  0.3852
O  -3.1898  0.3454  0.5409
H  4.3132  -0.9428  0.1340
H  2.7028  -2.3761  0.6506
H  3.6228  1.5838  -0.6697
H  0.2256  -1.7210  0.9164
H  1.4105  2.1978  -0.5847
H  -2.5834  -0.3540  -1.7452
H  -1.2606  -1.5448  -1.5479
H  -2.9177  -1.7519  -1.0922
H  -1.9926  -1.2040  1.1914
H  -2.0217  1.9448  -0.5188
H  -1.4740  2.4934  0.8818
H  -2.7952  0.7916  1.3323

HOMO level: -7.21 eV
2S+1: 1
Kohn-Sham gap: 0.287 hartree
M: 152.20 g/mol
Lowest unoccupied orbital energy: 0.589 eV

Population analysis type Mulliken, resulting atomic charges in e: -0.455, -0.710, -0.556, 0.025, -0.088, 0.228, -1.134, 0.114, -0.804, 0.133, -0.513, 0.352, 0.436, 0.303, 0.073, 0.338, 0.296, 0.310, 0.420, 0.338, 0.286, 0.213, 0.394

***

--- Q ---
This record from OMol25 describes the molecule C8H12N2O. The level of theory is wB97M-V/def2-TZVPD.

Geometry (Å):
C  -0.8003  -1.2211  -0.5372
C  -1.0286  -1.0512  0.9821
C  -1.2776  0.1182  -1.0810
C  -1.7996  0.0413  1.1420
C  2.3110  -1.2928  0.4459
C  -2.0059  0.7573  -0.1213
C  3.3906  -0.2185  0.6501
C  -2.9001  1.9138  -0.1519
N  1.5845  -1.1517  -0.6921
N  0.4431  -1.9797  -0.9439
O  2.1570  -2.2242  1.2250
H  -1.4711  -1.9829  -0.9963
H  -0.6498  -1.7830  1.6298
H  -1.1528  0.1315  -2.1843
H  -2.1414  0.2372  2.1334
H  4.0954  -0.2578  -0.0582
H  2.8499  0.7849  0.4368
H  3.7302  -0.4430  1.5587
H  -2.3149  2.8610  0.2868
H  -3.7429  1.5996  0.3378
H  -3.1711  2.2527  -1.2663
H  1.6963  -0.5821  -1.4727
H  0.6059  -2.8753  -0.4729

HOMO level: -8.51 eV
SMILES string: CC(=O)NN[C@H]1C=CC(C)=C1
2S+1: 1
Kohn-Sham gap: 0.338 hartree
M: 152.20 g/mol
Lowest unoccupied orbital energy: 0.696 eV

Population analysis type Mulliken, resulting atomic charges in e: 0.360, -0.612, -0.945, -0.724, 0.814, 0.801, -1.286, -1.150, 0.016, -0.620, -0.644, 0.298, 0.485, 0.332, 0.423, 0.383, 0.260, 0.406, 0.245, 0.390, 0.264, 0.202, 0.304

***

Most stable: Q. Least stable: P.